Entry from OMol25: a cluster of 2 separate species, C22H41BrF9NO4PS in total (ωB97M-V/def2-TZVPD).

Last column: Mulliken charge in e.
Element x y z (Å)
C -3.04 -1.38 -1.84  -0.983
C -2.59 -1.35 -0.24  0.321
C -3.44 -0.21 0.64  -0.702
C -2.70 -0.05 2.13  0.737
C -2.81 1.50 2.73  -0.755
C -1.50 2.36 2.24  0.284
C -0.47 2.78 3.45  -0.666
C 1.04 2.10 3.31  -0.892
P 1.07 0.20 3.54  2.822
C 1.36 0.32 5.45  -1.012
C -0.02 0.32 6.33  -0.527
C -0.62 -1.16 6.69  -0.512
Br -2.54 -1.20 6.00  -0.252
C 2.97 0.07 3.33  -1.305
C 3.47 0.22 1.74  0.106
C 3.34 -1.26 0.99  -0.642
C 2.33 -1.28 -0.29  -0.113
C 2.93 -0.72 -1.70  0.882
F 4.42 -0.98 -1.63  -0.346
F 2.50 -1.61 -2.84  -0.306
C 2.80 0.87 -2.00  0.770
F 3.43 1.11 -3.35  -0.290
F 3.63 1.71 -1.05  -0.233
S 1.11 1.62 -2.04  1.259
F 1.19 1.66 -3.79  -0.487
F 0.26 0.15 -2.19  -0.304
F 0.93 1.71 -0.34  -0.176
F 1.87 3.19 -2.09  -0.394
F -0.40 2.43 -2.19  -0.345
O 1.06 -1.56 3.77  -0.768
C 0.22 -2.21 2.76  0.440
N -0.64 -2.83 2.00  -0.700
H -4.20 -1.54 -1.97  0.340
H -2.51 -2.30 -2.38  0.259
H -2.65 -0.40 -2.36  0.164
H -2.79 -2.43 0.21  0.300
H -1.42 -1.11 -0.25  -0.342
H -4.55 -0.56 0.76  0.260
H -3.36 0.82 0.06  0.210
H -3.08 -0.85 2.91  0.228
H -1.55 -0.23 1.92  -0.758
H -3.79 2.03 2.30  0.332
H -2.81 1.45 3.90  0.167
H -1.00 1.80 1.34  -0.420
H -1.93 3.37 1.78  0.376
H -0.28 3.95 3.33  0.311
H -0.96 2.63 4.50  0.242
H 1.45 2.46 2.25  0.079
H 1.79 2.59 4.10  0.398
H -0.38 0.20 3.76  -0.202
H 0.84 -0.07 2.13  -0.935
H 1.95 -0.67 5.75  0.237
H 2.05 1.22 5.76  0.422
H 0.24 0.85 7.37  0.330
H -0.91 0.95 5.88  0.194
H 0.00 -2.06 6.27  0.312
H -0.74 -1.21 7.88  0.340
H 3.29 -0.99 3.79  0.276
H 3.47 0.91 4.01  0.362
H 2.79 1.05 1.28  -0.240
H 4.61 0.50 1.81  0.393
H 4.40 -1.73 0.80  0.287
H 2.83 -1.96 1.81  0.228
H 1.32 -0.78 0.05  -0.454
H 2.05 -2.42 -0.48  0.335
C 0.11 0.72 -5.90  -0.998
C -0.13 -0.76 -5.70  0.096
O -1.36 -1.16 -6.32  -0.340
C -1.31 -1.35 -7.66  0.710
O -0.31 -1.23 -8.37  -0.564
O -2.55 -1.69 -8.09  -0.339
C -2.65 -1.84 -9.51  -0.630
H -0.75 1.30 -5.57  0.263
H 1.00 1.05 -5.35  0.260
H 0.26 0.96 -6.96  0.416
H -0.23 -0.97 -4.63  0.089
H 0.71 -1.36 -6.07  0.289
H -1.89 -2.53 -9.89  0.290
H -2.56 -0.86 -9.99  0.282
H -3.63 -2.25 -9.74  0.226

Total charge: -1
E_tot (eV): -147769.6810
Frontier orbital gap (eV): 4.58

---

Entry from OMol25: a structure of composition C22H41BrLuNP3Se (ωB97M-V/def2-TZVPD).

Last column: Mulliken charge in e.
Element x y z (Å)
Lu 0.72 0.03 -1.03  1.226
P -0.77 0.49 1.43  0.681
P 2.38 -0.89 0.89  0.831
P -1.98 -0.10 -1.71  0.523
H 2.78 -3.38 -3.92  0.346
C 2.09 -2.63 -4.35  -0.871
C 1.92 -1.46 -3.67  0.163
H 2.56 -1.25 -2.76  -0.059
C -1.56 -0.83 2.45  -1.362
C 0.17 1.18 2.84  -1.268
C -2.22 1.61 1.54  -1.354
C 3.49 -2.07 0.01  -1.200
C 3.64 0.19 1.64  -1.318
C 1.98 -2.04 2.26  -1.153
C -2.01 -0.99 -3.33  -1.248
C -2.82 1.46 -2.18  -1.263
C -3.35 -1.07 -0.93  -1.045
H 1.67 -2.71 -5.38  0.293
H 1.31 -0.67 -4.17  0.270
H -1.95 -0.35 3.36  0.507
H -0.81 -1.59 2.74  0.307
H -2.40 -1.29 1.90  0.332
H -0.56 1.41 3.63  0.606
H 0.66 2.12 2.56  0.360
H 0.91 0.46 3.22  0.347
H -2.31 1.93 2.59  0.551
H -3.14 1.08 1.27  0.455
H -2.08 2.50 0.93  0.312
H 4.36 -2.22 0.67  0.489
H 3.85 -1.65 -0.94  0.425
H 2.97 -3.03 -0.14  0.263
H 4.33 -0.46 2.19  0.492
H 3.17 0.90 2.33  0.359
H 4.14 0.75 0.84  0.418
H 2.95 -2.39 2.64  0.527
H 1.38 -2.88 1.88  0.132
H 1.43 -1.56 3.08  0.376
H -3.04 -0.96 -3.68  0.523
H -1.69 -2.03 -3.19  0.374
H -1.34 -0.49 -4.04  0.414
H -3.66 1.21 -2.84  0.464
H -2.10 2.10 -2.70  0.380
H -3.19 1.99 -1.29  0.353
H -4.12 -1.17 -1.71  0.501
H -3.78 -0.57 -0.06  0.343
H -2.99 -2.06 -0.60  0.146
C 0.07 -4.89 -1.36  -0.193
C 1.06 -5.04 -2.37  0.316
C 0.90 -6.12 -3.28  -0.770
C -0.25 -6.93 -3.23  -0.374
C -1.30 -6.64 -2.35  -0.672
C -1.17 -5.56 -1.48  -0.315
Se -0.46 -3.38 -0.12  -0.010
H -0.63 -2.83 -1.56  0.000
H 1.93 -4.38 -2.34  0.515
H 1.71 -6.39 -3.96  0.426
H -0.37 -7.80 -3.89  0.404
H -2.21 -7.26 -2.34  0.377
H -2.10 -5.21 -0.96  0.280
Br 3.76 3.79 -3.81  -0.071
C 2.52 3.66 -2.33  -0.660
C 2.16 4.80 -1.62  0.002
C 1.27 4.67 -0.56  -1.103
C 0.75 3.44 -0.23  -0.096
N 1.09 2.32 -0.92  -0.123
C 1.96 2.43 -1.97  0.075
H 2.58 5.75 -1.91  0.538
H 0.97 5.54 0.02  0.473
H 0.04 3.25 0.59  0.461
H 2.21 1.50 -2.51  0.569

Total charge: +3
E_tot (eV): -221818.5536
ΔE to the lowest compared entry with this formula, charge and spin (eV): 0.000
Frontier orbital gap (eV): 6.93

---

Entry from OMol25: a cluster of 5 separate species, C22H41BrN4O7 in total (ωB97M-V/def2-TZVPD).

Last column: Mulliken charge in e.
Element x y z (Å)
C 0.42 1.68 2.33  -0.874
C 0.27 1.55 0.74  -0.270
C 0.07 2.94 -0.04  0.078
C -0.22 4.22 0.85  0.394
C -1.35 4.62 1.64  0.212
C -2.67 3.77 1.89  -0.553
C -3.79 3.87 0.75  -0.444
C -4.46 2.38 0.66  -0.581
Br -6.37 2.42 0.12  -0.190
C -0.88 6.07 2.12  0.149
O -1.32 6.87 2.96  -0.543
O 0.19 6.50 1.23  -0.280
C 0.94 5.33 0.96  0.289
O 2.18 5.13 0.92  -0.557
H -0.58 1.88 2.86  0.167
H 1.19 2.49 2.58  0.236
H 0.77 0.64 2.70  0.283
H 1.27 1.10 0.35  0.293
H -0.55 0.83 0.39  0.089
H -0.73 2.85 -0.86  0.348
H 1.05 3.16 -0.61  -0.124
H -3.15 4.13 2.87  0.352
H -2.35 2.67 1.99  0.078
H -4.64 4.56 1.12  0.395
H -3.41 4.24 -0.26  0.336
H -3.86 1.67 -0.01  0.316
H -4.42 1.93 1.72  0.353
C 3.22 -3.36 0.38  -1.005
N 1.96 -2.76 0.77  0.310
C 0.79 -3.00 -0.04  -0.955
C 1.85 -1.98 1.89  -0.004
O 0.82 -1.45 2.28  -0.641
H 3.49 -2.99 -0.62  0.384
H 3.11 -4.44 0.35  0.364
H 4.02 -3.10 1.08  0.280
H 0.40 -2.05 -0.40  0.127
H 0.02 -3.49 0.57  0.294
H 1.03 -3.64 -0.89  0.472
H 2.80 -1.87 2.43  0.374
C 3.31 4.56 -4.55  -0.934
N 1.92 4.23 -4.31  0.108
C 0.89 4.84 -5.13  -0.936
C 1.54 3.36 -3.33  0.167
O 0.40 3.04 -3.07  -0.623
H 3.44 5.63 -4.42  0.347
H 3.56 4.28 -5.58  0.348
H 3.96 4.03 -3.86  0.300
H 0.21 5.41 -4.49  0.284
H 0.33 4.06 -5.64  0.293
H 1.34 5.51 -5.87  0.380
H 2.40 2.95 -2.76  0.316
C -3.11 -2.86 -2.46  -0.924
N -2.10 -3.48 -3.29  0.117
C -2.42 -4.71 -3.99  -0.962
C -0.85 -2.95 -3.44  0.097
O 0.04 -3.42 -4.12  -0.618
H -3.41 -3.56 -1.68  0.339
H -3.98 -2.62 -3.08  0.365
H -2.73 -1.95 -2.00  0.278
H -1.73 -5.50 -3.67  0.299
H -2.30 -4.56 -5.06  0.293
H -3.45 -5.02 -3.77  0.393
H -0.71 -2.02 -2.87  0.325
C 0.04 -4.97 4.40  -0.948
N 1.41 -5.42 4.25  0.122
C 2.24 -5.53 5.43  -0.972
C 1.94 -5.74 3.04  0.113
O 3.07 -6.12 2.84  -0.615
H 0.04 -3.97 4.85  0.340
H -0.49 -5.66 5.06  0.379
H -0.47 -4.93 3.44  0.297
H 3.12 -4.88 5.32  0.302
H 2.59 -6.56 5.53  0.296
H 1.69 -5.24 6.32  0.392
H 1.22 -5.62 2.21  0.292

E_tot (eV): -113811.5703
SMILES string: CCCC1=C(CCCBr)C(=O)OC1=O.CN(C)C=O.CN(C)C=O.CN(C)C=O.CN(C)C=O
Frontier orbital gap (eV): 8.98